Run w
{"formula": "C5H10NS", "method": "wB97M-V/def2-TZVPD", "elements": ["S", "N", "C", "C", "C", "C", "C", "H", "H", "H", "H", "H", "H", "H", "H", "H", "H"], "positions_angstrom": [[0.73, -2.05, 1.59], [0.35, 2.38, -0.76], [-0.79, -1.20, -0.37], [-0.89, -1.78, 0.98], [-0.22, 1.27, 0.03], [1.34, -0.97, 0.46], [0.34, -0.19, -0.37], [-0.26, 3.14, -0.47], [2.42, -0.65, 0.66], [-1.68, -0.62, -0.60], [0.59, -0.26, -1.51], [0.35, 2.27, -1.84], [-0.05, 1.63, 1.07], [1.37, 2.79, -0.58], [-0.56, -2.03, -1.01], [-1.52, -2.58, 1.03], [-1.50, -1.14, 1.69]], "mulliken_charge": [0.09, -0.32, -0.98, -0.68, -0.88, -0.27, 0.45, 0.41, 0.30, 0.40, 0.29, 0.37, 0.18, 0.35, 0.39, 0.56, 0.35], "orbital_gap_ev": [5.9, 6.1], "total_charge": 1, "multiplicity": 1}

Run x
{"formula": "C5H10NS", "method": "wB97M-V/def2-TZVPD", "elements": ["S", "N", "C", "C", "C", "C", "C", "H", "H", "H", "H", "H", "H", "H", "H", "H", "H"], "positions_angstrom": [[-1.00, 0.47, 1.24], [-0.24, -1.77, -0.38], [1.98, 1.39, 0.25], [1.39, 0.10, -0.18], [0.13, -0.14, 0.16], [-0.83, -2.85, -0.09], [-2.02, 1.45, 0.08], [-1.58, 1.05, -0.90], [2.06, -0.54, -0.67], [1.30, 2.25, 0.28], [-0.63, -3.62, -0.83], [-1.57, 2.49, 0.23], [-1.47, -2.76, 0.85], [0.20, -1.78, -1.25], [-3.00, 1.32, 0.20], [2.44, 1.36, 1.32], [2.84, 1.59, -0.31]], "mulliken_charge": [-0.03, -0.13, -1.24, -0.05, 0.17, -0.12, -0.73, 0.24, 0.41, 0.31, 0.28, 0.25, 0.26, 0.28, 0.41, 0.30, 0.39], "orbital_gap_ev": 9.3, "smiles": "C=[NH+]/C(=C/C)SC", "total_charge": 1, "multiplicity": 1}

Which of them is the least stable? Correct choice: run w.

Run w
{"formula": "C5H10NS", "method": "wB97M-V/def2-TZVPD", "elements": ["S", "N", "C", "C", "C", "C", "C", "H", "H", "H", "H", "H", "H", "H", "H", "H", "H"], "positions_angstrom": [[2.13, -1.16, -0.11], [-1.45, -1.40, 0.76], [1.16, 1.31, 0.49], [-0.71, -0.44, -0.17], [-1.64, -1.37, -0.74], [2.08, 0.60, -0.37], [-0.37, 0.98, 0.00], [1.31, 2.35, 0.37], [1.36, 1.00, 1.57], [-2.24, -1.12, 1.45], [-0.60, 1.37, -1.03], [1.85, 0.89, -1.47], [-2.59, -1.15, -1.23], [-1.11, -2.18, -1.29], [-1.05, 1.57, 0.71], [-1.17, -2.27, 1.14], [3.04, 1.02, -0.08]], "mulliken_charge": [-0.02, -0.24, -0.68, -0.04, -0.45, -0.53, -0.29, 0.38, 0.29, 0.33, 0.30, 0.31, 0.31, 0.26, 0.37, 0.30, 0.40], "orbital_gap_ev": [6.6, 6.6], "total_charge": 1, "multiplicity": 1}

Run x
{"formula": "C5H10NS", "method": "wB97M-V/def2-TZVPD", "elements": ["S", "N", "C", "C", "C", "C", "C", "H", "H", "H", "H", "H", "H", "H", "H", "H", "H"], "positions_angstrom": [[1.98, 2.00, 0.19], [-0.19, -0.11, -1.13], [-0.11, -1.04, 1.04], [1.63, 1.08, -1.06], [0.19, -1.24, -0.46], [-1.45, -0.26, 0.97], [-1.28, 0.45, -0.35], [-0.17, -1.96, 1.55], [-0.64, -1.97, -0.85], [-1.27, 1.56, -0.28], [-2.23, 0.32, -1.14], [2.12, 0.78, -2.00], [1.27, -1.45, -0.45], [-2.29, -0.85, 0.88], [3.33, 2.72, -0.06], [0.63, -0.50, 1.37], [-1.50, 0.46, 1.77]], "mulliken_charge": [-0.03, -0.15, -0.72, -0.01, -0.42, -0.51, -0.50, 0.38, 0.37, 0.32, 0.32, 0.39, 0.33, 0.33, 0.25, 0.33, 0.32], "orbital_gap_ev": 8.0, "total_charge": 1, "multiplicity": 1}

Which of them is the least stable? Correct choice: run x.

Run w
{"formula": "C5H10NS", "method": "wB97M-V/def2-TZVPD", "elements": ["S", "N", "C", "C", "C", "C", "C", "H", "H", "H", "H", "H", "H", "H", "H", "H", "H"], "positions_angstrom": [[2.97, -0.47, 0.60], [-1.20, -1.26, 0.44], [1.56, 0.43, 0.06], [0.25, 0.71, 0.75], [-1.12, 0.20, 0.18], [2.09, -0.69, -0.97], [1.00, 1.81, 0.05], [-1.99, 0.83, 0.57], [-0.95, 0.30, -0.84], [-1.75, -1.43, 1.28], [0.46, 0.63, 1.89], [-0.09, -1.21, 0.59], [1.43, -1.45, -1.21], [-1.50, -1.84, -0.33], [2.53, -0.29, -1.84], [0.52, 2.07, -0.91], [1.34, 2.63, 0.66]], "mulliken_charge": [-0.04, -0.24, 0.41, -0.37, -0.63, -0.85, -0.52, 0.32, 0.40, 0.34, 0.29, 0.40, 0.32, 0.33, 0.33, 0.23, 0.28], "orbital_gap_ev": 8.9, "smiles": "[NH3+]C[C@@H]1C[C@]12CS2", "total_charge": 1, "multiplicity": 1}

Run x
{"formula": "C5H10NS", "method": "wB97M-V/def2-TZVPD", "elements": ["S", "N", "C", "C", "C", "C", "C", "H", "H", "H", "H", "H", "H", "H", "H", "H", "H"], "positions_angstrom": [[-2.90, -0.09, -0.24], [-0.70, 1.25, 0.55], [-1.36, -0.12, 0.56], [1.00, -1.82, 0.16], [0.53, 0.81, -0.21], [0.31, -0.69, -0.40], [1.48, 1.68, -0.52], [0.38, -2.71, 0.27], [1.74, -2.00, -0.51], [-0.51, 1.55, 1.55], [-0.15, -0.98, -1.45], [-1.16, 1.96, 0.04], [-2.45, -0.61, -1.48], [2.44, 1.27, -0.86], [1.40, 2.68, -0.25], [1.46, -1.55, 1.17], [-1.50, -0.63, 1.62]], "mulliken_charge": [-0.14, -0.07, -0.43, -1.25, 0.15, 0.28, -0.80, 0.35, 0.43, 0.37, 0.29, 0.41, 0.18, 0.28, 0.33, 0.31, 0.31], "orbital_gap_ev": 10.2, "total_charge": 1, "multiplicity": 1}

Which of them is the least stable? Correct choice: run x.

Run w
{"formula": "C5H3N", "method": "wB97M-V/def2-TZVPD", "elements": ["N", "C", "C", "C", "C", "C", "H", "H", "H"], "positions_angstrom": [[1.07, -0.35, -0.68], [2.01, 0.36, -0.14], [-2.23, -0.46, 0.73], [2.92, 0.97, 0.34], [0.32, -1.00, -1.21], [-2.71, -0.10, -0.32], [3.58, 1.38, 1.01], [-2.71, 0.45, -1.14], [-2.24, -1.24, 1.41]], "mulliken_charge": [-0.10, 0.33, -0.33, -0.83, 0.18, -0.33, 0.40, 0.39, 0.30], "orbital_gap_ev": [6.3, 6.0], "total_charge": 0, "multiplicity": 3}

Run x
{"formula": "C5H3N", "method": "wB97M-V/def2-TZVPD", "elements": ["N", "C", "C", "C", "C", "C", "H", "H", "H"], "positions_angstrom": [[-1.32, 1.11, -1.16], [0.92, 0.12, 0.05], [-0.54, 0.20, -0.72], [0.45, 0.86, 1.23], [-0.83, 0.85, 1.16], [-1.74, 0.51, 0.14], [1.25, -0.89, 0.24], [1.63, 0.67, -0.56], [-2.64, -0.07, 0.25]], "mulliken_charge": [-0.44, -0.20, 0.31, -0.18, -0.28, -0.12, 0.29, 0.28, 0.34], "orbital_gap_ev": [6.9, 6.9], "total_charge": 0, "multiplicity": 3}

Which of them is the least stable? Correct choice: run w.